[1]
Here is a cluster of 2 separate species, C22H19F3NO8S2 in total from the OMol25 dataset. Energies are from ωB97M-V/def2-TZVPD.

```
55
Properties=species:S:1:pos:R:3:forces:R:3:lowdin_charge:R:1
C -5.47312 -4.02927 0.20774 0.3 0.9 0.1 -0.078
O -5.00135 -2.69401 0.50964 -0.6 -0.8 -0.1 -0.101
C -3.95162 -2.20912 -0.20448 1.2 0.1 -0.7 -0.281
C -3.44996 -0.93206 0.14700 -0.7 -0.9 0.0 0.000
C -2.30581 -0.44471 -0.44867 0.2 0.3 -0.3 -0.070
C -1.60343 -1.19999 -1.41019 -0.7 -0.4 -0.6 -0.235
C -0.24169 -0.79453 -1.93913 0.5 0.5 1.0 -0.082
C 0.84083 -1.28164 -0.92108 2.5 -4.0 -0.4 -0.530
C 0.91830 -2.81838 -1.01484 -0.6 -0.4 -1.1 -0.396
O 0.31025 -3.43887 -1.85283 0.7 -0.2 0.8 0.119
O 1.86261 -3.45452 -0.27505 0.3 0.5 0.2 0.085
C 2.67514 -2.61722 0.60159 0.1 -0.8 -0.8 -0.509
C 1.84845 -2.33219 1.80576 -0.9 0.3 0.6 -0.036
C 3.86652 -3.47345 1.02415 0.2 0.2 -0.4 0.018
O 3.15680 -1.48889 -0.16065 -0.2 -0.5 0.0 0.083
C 2.33763 -1.02406 -1.16672 -0.7 1.1 -1.1 -0.440
O 2.73010 -0.46231 -2.14672 0.5 -0.5 0.8 0.176
C -2.19038 -2.38813 -1.85061 0.3 0.3 0.0 -0.051
C -3.31846 -2.92051 -1.24784 -0.9 0.2 0.8 -0.026
H -6.34331 -4.15412 0.85393 0.1 -0.1 -0.1 0.084
H -5.76729 -4.12682 -0.84886 0.1 0.1 0.3 0.087
H -4.70702 -4.78399 0.44457 -0.2 0.2 -0.1 0.093
H -3.97076 -0.36636 0.91876 0.1 -0.1 -0.2 0.118
H -1.96597 0.55504 -0.15857 0.0 -0.4 -0.1 0.085
H 0.09446 -1.30076 -2.84289 -0.5 0.2 -0.3 0.136
H -0.18146 0.29595 -2.02231 0.3 -0.2 -0.1 0.128
H 0.82837 -1.92581 1.52513 0.7 -0.4 0.5 0.011
H 1.56529 -3.28077 2.27736 0.3 0.1 0.0 0.118
H 2.34566 -1.66123 2.50422 -0.1 -0.2 -0.1 0.101
H 4.47523 -3.74262 0.16007 -0.1 0.0 0.0 0.096
H 4.49317 -2.91838 1.72658 -0.1 0.0 -0.1 0.098
H 3.52141 -4.38754 1.51796 -0.1 0.2 -0.2 0.095
H -1.72204 -2.94669 -2.65578 -0.1 0.1 0.2 0.108
H -3.68758 -3.90072 -1.55521 0.1 0.4 0.0 0.095
F -0.50903 -0.41592 3.07155 0.6 1.0 0.5 0.054
C 0.35895 0.47704 2.51188 1.1 -2.2 0.2 -0.604
F -0.08489 1.70095 2.70637 0.1 -1.1 -0.4 0.162
F 1.58634 0.35460 3.05405 -0.7 0.3 0.5 0.078
S 0.45156 -0.40697 0.51623 -3.0 5.1 0.7 1.086
N 0.75580 2.31724 0.21088 -0.5 -1.5 -0.5 -0.153
C -0.30648 3.17014 0.25683 0.9 -1.2 -0.6 -0.522
O -1.50069 2.86269 0.36379 1.0 0.6 0.4 0.015
C 0.26633 4.53478 0.10813 -0.4 1.1 -0.1 -0.143
C 1.57354 4.47269 -0.36022 0.6 0.9 -0.8 -0.216
C 2.32443 5.59793 -0.64966 -0.7 0.1 0.3 -0.050
C 1.69906 6.83786 -0.41117 -0.3 -0.2 0.2 -0.086
C 0.36869 6.90973 0.09139 0.6 0.1 -0.3 -0.089
C -0.37224 5.74914 0.35466 0.5 -0.1 -0.3 -0.016
S 2.05024 2.76557 -0.63140 -2.6 1.0 1.1 0.590
O 3.27248 2.44639 0.04010 0.6 -0.2 0.3 -0.311
O 1.97815 2.44601 -2.03822 0.0 0.2 0.2 -0.310
H 3.33680 5.44498 -1.04215 -0.4 0.5 0.2 0.119
H 2.26786 7.74678 -0.62208 -0.4 -0.1 0.1 0.090
H -0.09267 7.88940 0.25443 0.3 -0.3 -0.1 0.091
H -1.41318 5.74761 0.71262 0.6 0.1 -0.2 0.120
```
Forces are in eV/Å.

Values from the calculation:
Orbital gap ... 0.207 Eh
Multiplicity ... 1
Total charge ... -1
E_LUMO ... 0.971 eV


[2]
Here is the ion C7H13INO with charge +1 from the OMol25 dataset. Energies are from ωB97M-V/def2-TZVPD.

```
23
Properties=species:S:1:pos:R:3:forces:R:3:lowdin_charge:R:1
C -0.16720 -1.32312 0.17680 -0.1 4.2 -0.2 -0.535
C -0.40161 0.22123 -1.74447 -1.5 2.1 -2.7 -0.231
C 0.56564 1.06140 -0.96608 1.2 4.2 -1.9 -0.166
C -0.08876 0.11018 0.98909 -0.3 -2.0 0.8 -0.017
C -1.13423 -0.77447 -0.91717 -1.4 -1.5 0.0 -0.597
C -0.66959 -2.37995 1.09571 2.0 -0.9 -3.6 0.000
C 0.38594 2.49643 1.05139 0.2 0.1 -2.2 0.046
N 0.29092 1.18107 0.42736 0.6 -1.5 1.0 -0.143
O 1.06191 -1.56132 -0.49372 0.3 0.1 1.7 0.021
I -2.86060 0.13086 0.00383 -0.6 0.4 0.4 1.038
H -1.11203 1.05172 -2.19501 0.9 -2.2 0.7 0.143
H 0.09030 -0.23686 -2.63505 -0.2 0.2 0.9 0.149
H 1.61560 0.89073 -1.20147 0.0 -0.5 0.5 0.149
H 0.47525 2.18399 -1.25833 0.0 -1.9 -0.2 0.163
H -0.46885 0.12062 2.01795 0.4 0.2 -0.2 0.149
H -1.78424 -1.50115 -1.46601 1.6 0.1 0.1 0.090
H -0.98759 -3.09360 0.32613 -0.2 -0.7 0.8 0.122
H -1.47107 -2.01425 1.60357 -2.1 0.6 1.9 0.032
H 0.18405 -2.73702 1.62694 0.1 -0.5 0.9 0.104
H 0.43298 2.41811 2.08053 -0.4 -0.2 2.1 0.082
H 1.35893 2.89490 0.74502 -0.4 0.3 -0.2 0.124
H -0.47155 3.06141 0.65849 0.5 0.2 0.4 0.127
H 1.76794 -1.42555 0.18941 -0.6 -0.6 -1.0 0.150
```
Forces are in eV/Å.

Values from the calculation:
Orbital gap ... 0.333 Eh
Multiplicity ... 1
SMILES ... C[N+]1=C[C@](C)(O)[C@@H](I)CC1
Total charge ... +1
E_LUMO ... -4.235 eV


[3]
Here is a cluster of 10 separate species, CH22O10 in total from the OMol25 dataset. Energies are from ωB97M-V/def2-TZVPD.

```
33
Properties=species:S:1:pos:R:3:forces:R:3:mulliken_spin:R:1
O -27.21661 9.41349 13.56498 -0.2 0.1 -0.9 0.008
H -26.55630 9.95723 14.00081 1.0 1.4 0.8 0.014
H -26.70918 8.69775 13.17533 0.1 -1.1 -0.8 -0.001
H -27.94645 9.13662 14.12379 -0.6 -0.4 0.5 -0.003
C -25.90292 12.25877 15.30523 0.3 -0.4 -1.5 -0.001
O -25.31790 11.20960 14.56736 -1.2 0.5 1.1 0.832
H -25.11367 12.81547 15.81047 0.5 0.2 0.3 0.069
H -26.45281 12.93840 14.65422 -0.1 0.1 0.1 -0.002
H -26.51768 11.86014 16.11224 0.0 -0.3 0.3 0.064
O -25.39342 15.70002 13.34469 0.1 0.1 0.3 0.000
H -24.86247 15.05387 13.81032 0.5 0.0 0.2 0.001
H -26.17453 15.21798 13.07312 -0.5 0.1 -0.4 0.000
O -23.78990 9.35474 16.38018 0.0 0.2 0.0 -0.001
H -24.35491 9.93777 15.87316 -0.1 0.1 -0.4 -0.008
H -24.33686 8.59120 16.56477 0.0 -0.3 0.3 0.000
O -22.69650 12.33160 13.69888 -0.1 -0.4 -0.4 0.029
H -23.57491 12.08844 13.99129 0.0 -0.1 0.0 0.003
H -22.42147 13.01615 14.30878 0.2 0.6 0.2 -0.003
O -22.83862 14.71746 15.49350 -0.3 -0.4 -0.3 0.001
H -22.73526 14.23791 16.31544 0.2 -0.3 0.5 0.000
H -22.92978 15.63247 15.75934 0.0 0.4 -0.1 0.000
O -28.33681 12.12334 18.28542 0.3 -0.2 0.0 0.002
H -27.92962 12.90309 17.90803 0.0 0.4 0.1 -0.001
H -28.51635 11.55865 17.53367 -0.3 -0.2 -0.1 0.000
O -23.16041 12.11745 17.74871 -0.1 0.6 -0.4 0.002
H -23.48394 11.44089 17.15388 0.3 -0.6 0.0 0.001
H -23.77903 12.11064 18.47912 -0.1 0.0 0.4 0.000
O -25.61099 11.31422 11.53455 -0.6 -0.4 0.2 -0.001
H -25.68964 11.40156 12.48451 0.4 0.1 0.2 -0.005
H -24.77093 11.72228 11.32476 0.4 0.2 -0.2 0.000
O -27.14425 13.92451 11.93583 -0.1 0.3 0.3 0.000
H -26.54064 13.35281 12.41022 0.3 -0.3 -0.4 0.000
H -28.00036 13.50941 12.04065 -0.4 0.0 -0.2 0.000
```
Forces are in eV/Å.

Values from the calculation:
Orbital gap (alpha / beta) ... 0.301 / 0.187 Eh
Multiplicity ... 2
Expectation value of S² ... 0.754
Total charge ... +1
E_LUMO (alpha / beta) ... -5.442 / -8.547 eV


[4]
Here is an isolated molecule of C4H5NO from the OMol25 dataset. Energies are from ωB97M-V/def2-TZVPD.

```
11
Properties=species:S:1:pos:R:3:forces:R:3:lowdin_charge:R:1
C 1.13495 1.00546 0.74162 2.1 1.8 -1.5 -0.059
C -0.08440 0.33120 0.17012 0.8 2.3 1.1 -0.409
C -0.04176 -0.95031 -0.38913 0.8 -1.8 0.5 -0.041
C -1.30959 -1.12292 -0.73819 -1.9 0.1 -1.5 -0.118
H 1.21018 2.25027 0.61152 -0.6 -3.6 0.8 0.144
H 1.94463 0.61923 0.02560 -0.8 0.8 1.0 0.080
H 1.50117 0.60378 1.72373 -0.8 0.8 -0.6 0.077
H 0.75949 -1.73751 -0.40537 -0.9 1.3 0.0 0.141
H -1.81160 -1.93118 -1.24716 -0.1 0.0 0.1 0.125
N -1.25256 0.92239 0.07085 1.1 -0.2 0.0 0.102
O -2.05051 0.00958 -0.56358 0.3 -1.4 0.1 -0.043
```
Forces are in eV/Å.

Values from the calculation:
Orbital gap ... 0.405 Eh
Multiplicity ... 1
SMILES ... Cc1ccon1
Total charge ... 0
E_LUMO ... 0.994 eV


[5]
Here is an isolated molecule of C3H3NO from the OMol25 dataset. Energies are from ωB97M-V/def2-TZVPD.

```
8
Properties=species:S:1:pos:R:3:forces:R:3:lowdin_charge:R:1
C -0.10304 -0.53960 0.36367 -0.2 0.0 0.2 -0.120
C -1.16606 0.38276 -0.25381 -0.3 -0.2 -0.3 -0.205
C 1.03790 0.38796 0.01426 -1.4 0.4 -0.6 -0.394
O -1.94729 0.23153 -1.10506 0.1 -0.1 0.2 0.147
N 2.20811 0.23331 -0.17901 0.6 0.1 0.0 0.179
H 0.29088 1.39370 -0.24845 1.2 -0.3 0.4 0.152
H -0.21247 -0.53251 1.45124 -0.1 -0.1 0.0 0.119
H -0.10802 -1.55717 -0.04285 0.1 0.2 0.1 0.121
```
Forces are in eV/Å.

Values from the calculation:
Orbital gap (alpha / beta) ... 0.328 / 0.290 Eh
Multiplicity ... 1
Total charge ... 0
E_LUMO (alpha / beta) ... -0.680 / -0.919 eV


[6]
Here is a cluster of 2 separate species, C5H10O in total from the OMol25 dataset. Energies are from ωB97M-V/def2-TZVPD.

```
16
Properties=species:S:1:pos:R:3:forces:R:3:lowdin_charge:R:1
C -1.71332 -1.10834 0.36847 -0.1 -0.1 0.0 -0.108
C -0.27543 -0.69902 0.45732 0.1 -0.1 -0.1 -0.237
C 0.54575 -0.58642 -0.58511 -0.1 -0.1 0.2 -0.204
C 1.99196 -0.22419 -0.47605 0.1 0.0 0.0 -0.107
O 0.68576 2.47865 0.14187 -0.5 0.0 0.0 -0.018
C -0.42072 2.00063 0.16488 0.2 0.2 0.0 -0.182
H -1.84264 -2.12002 0.76786 -0.1 0.1 0.0 0.074
H -2.36626 -0.44493 0.94971 0.1 -0.1 -0.1 0.070
H -2.05912 -1.10328 -0.67068 0.0 0.0 0.1 0.076
H 0.12000 -0.48308 1.45223 0.0 -0.1 -0.1 0.116
H 2.56940 -1.15287 -0.50042 0.2 0.1 0.0 0.076
H 0.17512 -0.80884 -1.58698 -0.1 0.0 0.1 0.113
H 2.33063 0.40654 -1.30361 -0.1 -0.1 0.1 0.077
H 2.21034 0.30205 0.45846 -0.1 -0.1 -0.1 0.074
H -0.95092 1.77241 1.11235 0.1 0.1 -0.1 0.086
H -1.00053 1.77069 -0.75030 0.1 0.2 0.0 0.092
```
Forces are in eV/Å.

Values from the calculation:
Orbital gap ... 0.380 Eh
Multiplicity ... 1
SMILES ... C/C=C/C.C=O
Total charge ... 0
E_LUMO ... 1.004 eV


Calculated values (eV) of E_tot for the records, taken in order: -70811.83105, -19099.75570, -21857.30259, -7764.36585, -6692.63612, -7393.12908.
Calculated values (eV Å⁻¹) of F_max for the records, taken in order: 5.95, 4.74, 1.86, 3.76, 1.58, 0.50.
Calculated values (kcal/mol) of relative energy (zero: lowest compared OMol25 entry of this formula, charge and spin) for the records, taken in order: 91.6, 33.7, 65.4, 49.8, 88.9, 37.7.